Entry 1:
C46H59BBrF2N3O5RbS | wB97M-V/def2-TZVPD

CARTESIAN COORDINATES (ANGSTROEM)
Rb1 -0.36204 1.85445 0.07328
C1 -1.42553 -4.18754 -4.70386
C2 -0.97591 -2.96141 -5.50129
C3 -2.16506 -2.50007 -6.35784
C4 0.16530 -3.40067 -6.43075
C5 -0.50420 -1.81950 -4.59743
C6 -0.48901 -1.90726 -3.20928
C7 -0.07593 -0.85811 -2.37391
N1 -0.12082 -0.87842 -0.97934
C8 -0.14147 -2.00774 -0.26510
C9 0.26064 -3.31252 -0.68278
C10 0.13044 -4.42870 0.12122
C11 -0.44743 -4.29718 1.38593
C12 -0.74005 -3.03759 1.92399
C13 -0.49955 -1.93962 1.11927
O1 -0.48755 -0.62872 1.68246
C14 -1.27721 -2.98768 3.36772
C15 -1.83640 -1.62784 3.81736
C16 -2.44518 -3.98193 3.50174
C17 -0.16434 -3.39706 4.34491
C18 0.59738 -5.81428 -0.33104
C19 -0.60617 -6.76081 -0.41968
C20 1.28322 -5.78156 -1.69697
C21 1.60700 -6.36965 0.68553
C22 0.24567 0.41280 -2.98037
O2 0.45259 1.45931 -2.23500
C23 0.27318 0.48225 -4.40980
C24 -0.08606 -0.62605 -5.17003
C25 0.62026 1.80246 -5.10463
C26 0.61629 1.66947 -6.63072
C27 2.02084 2.27812 -4.69771
C28 -0.41482 2.87759 -4.73330
H1 -1.75703 -4.97300 -5.38875
H2 -2.25435 -3.94466 -4.03634
H3 -0.60689 -4.58424 -4.10222
H4 -2.50872 -3.30641 -7.01424
H5 -1.89540 -1.64330 -6.97706
H6 -2.99286 -2.19882 -5.71234
H7 -0.15929 -4.21545 -7.08736
H8 1.01606 -3.74906 -5.84134
H9 0.50826 -2.57505 -7.05538
H10 -0.86174 -2.80666 -2.74205
H11 0.72062 -3.38989 -1.65478
H12 -0.61181 -5.17893 1.98906
H13 -2.48913 -1.19408 3.05991
H14 -1.05630 -0.90356 4.05086
H15 -2.41678 -1.77345 4.73207
H16 -3.24602 -3.72178 2.80732
H17 -2.84329 -3.94452 4.51970
H18 -2.14150 -5.00621 3.29952
H19 0.67860 -2.70632 4.28152
H20 0.20611 -4.39678 4.11593
H21 -0.54031 -3.39051 5.37278
H22 -1.33344 -6.38258 -1.14077
H23 -1.10821 -6.85438 0.54463
H24 -0.28695 -7.75778 -0.73837
H25 0.60467 -5.42642 -2.47223
H26 1.61114 -6.78843 -1.96776
H27 2.15820 -5.12957 -1.68243
H28 1.16522 -6.46750 1.67726
H29 2.46613 -5.70063 0.76551
H30 1.96419 -7.35541 0.37203
H31 -0.07719 -0.54989 -6.25209
H32 1.34671 0.92992 -6.96791
H33 0.88061 2.63342 -7.07399
H34 -0.36843 1.38492 -7.00938
H35 2.76705 1.52633 -4.97104
H36 2.05796 2.42793 -3.62369
H37 2.27008 3.21639 -5.20659
H38 -1.40807 2.57205 -5.07533
H39 -0.16349 3.83203 -5.21091
H40 -0.43493 3.00970 -3.65360
C29 -3.71193 2.76844 -0.39509
O3 -3.08373 2.64788 0.88109
C30 -3.22867 3.64722 1.78881
C31 -4.36427 4.42143 1.92798
C32 -4.41465 5.36347 2.94702
Br1 -5.98369 6.42752 3.13448
C33 -3.37933 5.54474 3.82542
C34 -2.21911 4.77138 3.69713
C35 -2.13983 3.82277 2.66426
O4 -1.06272 3.06420 2.44622
C36 -1.08590 4.94596 4.59137
N2 0.00530 4.21859 4.54146
C37 0.84076 4.69105 5.52936
C38 2.11639 4.27625 5.89938
C39 2.73103 4.95062 6.93822
C40 2.09820 6.01206 7.59843
C41 0.82927 6.43445 7.24325
C42 0.21532 5.75474 6.20042
N3 -1.00903 5.89073 5.57839
H41 -4.74080 3.11636 -0.32207
H42 -3.72696 1.76758 -0.82038
H43 -3.12909 3.43030 -1.03851
H44 -5.21091 4.29686 1.27176
H45 -3.47001 6.28472 4.60881
H46 -0.40151 3.24422 3.17156
H47 2.59596 3.45489 5.38449
H48 3.72382 4.65507 7.25088
H49 2.61415 6.51564 8.40518
H50 0.34565 7.25540 7.75666
H51 -1.71884 6.56474 5.80180
F1 1.67095 -1.10318 2.55429
B1 0.60762 -0.31784 2.36775
F2 0.69931 0.89194 2.95358
O5 1.81349 3.45902 -0.42782
S1 2.76043 2.42336 -0.92707
C43 4.45669 3.06461 -0.55703
C44 4.87811 2.53846 0.80938
C45 4.35237 1.10592 0.86132
C46 2.89180 1.20713 0.44943
H52 4.39577 4.14901 -0.63580
H53 5.10730 2.68411 -1.34696
H54 4.40385 3.13162 1.59557
H55 5.95942 2.59479 0.95100
H56 4.44909 0.66069 1.85284
H57 4.90461 0.47827 0.15737
H58 2.31592 1.68489 1.24973
H59 2.43086 0.26603 0.14190

Results
Highest occupied orbital energy, eV: -2.23
Total charge: -1
Relative energy (zero: lowest compared OMol25 entry of this formula, charge and spin), kJ/mol: 22.4
E_tot, eV: -151019.434
Orbital gap, eV: 3.70

These are the Mulliken partial charges, in e, on atoms 1 to 2: 0.4948, -1.9287

***

Entry 2:
C46H60BF2N2 | wB97M-V/def2-TZVPD

CARTESIAN COORDINATES (ANGSTROEM)
C1 -0.18198 2.11529 4.57232
C2 -1.48887 2.53032 5.20850
C3 -1.29541 2.38023 6.72226
C4 -1.71522 4.02715 4.99178
C5 -2.71154 1.68967 4.68832
C6 -3.61720 1.31592 5.68735
C7 -4.80842 0.64237 5.41980
C8 -5.17784 0.46879 4.10818
C9 -4.37311 0.93336 3.05509
C10 -5.15505 1.01457 1.71122
C11 -4.39109 1.63518 0.56774
C12 -6.41112 1.87358 1.90871
C13 -5.55281 -0.41036 1.32605
C14 -3.03753 1.35029 3.31549
N1 -2.07945 1.53398 2.23095
C15 -1.42751 0.66438 1.36911
B1 -1.59083 -0.84576 0.93879
H1 -0.66654 -1.33252 0.01832
N2 -0.51158 1.42972 0.66512
C16 0.40345 0.92758 -0.34584
C17 0.12925 1.15098 -1.73553
C18 -0.90674 2.16137 -2.33184
C19 -1.21119 1.88367 -3.80927
C20 -0.34788 3.58053 -2.24254
C21 -2.25114 2.08439 -1.63400
C22 0.82745 0.38887 -2.67008
C23 1.85470 -0.46748 -2.28777
C24 2.04066 -0.75474 -0.94459
C25 1.46295 0.04923 0.03137
C26 2.11094 -0.19712 1.42262
C27 1.86118 -1.64358 1.87136
C28 1.59702 0.73525 2.48734
C29 3.63370 -0.02811 1.32259
C30 -0.67246 2.77791 1.02194
C31 -1.70468 2.85123 1.87925
H2 -0.14448 2.41537 3.52767
H3 0.65560 2.62266 5.07124
H4 -0.02098 1.03523 4.65696
H5 -2.09082 2.88346 7.28392
H6 -1.24074 1.33050 7.02736
H7 -0.35643 2.86137 7.02099
H8 -2.66060 4.34217 5.44852
H9 -0.90076 4.58773 5.46754
H10 -1.72695 4.30583 3.93954
H11 -3.41143 1.52977 6.73187
H12 -5.44147 0.30945 6.24363
H13 -6.15418 0.00633 3.89806
H14 -3.47928 1.07039 0.39721
H15 -4.97801 1.57732 -0.35996
H16 -4.15543 2.69022 0.74679
H17 -7.07549 1.47699 2.68197
H18 -6.12285 2.89308 2.19393
H19 -6.97899 1.93512 0.97234
H20 -6.22303 -0.84913 2.07143
H21 -6.06957 -0.41203 0.35875
H22 -4.65942 -1.03995 1.24605
H23 -1.33731 -1.40361 1.99681
H24 -2.65711 -1.11930 0.38260
H25 -1.57626 0.85843 -3.94785
H26 -2.00108 2.56113 -4.16349
H27 -0.33875 2.05260 -4.45132
H28 -0.20900 3.89066 -1.20512
H29 0.62457 3.63223 -2.74834
H30 -1.03162 4.29200 -2.72455
H31 -2.19022 2.50279 -0.63085
H32 -3.00472 2.68798 -2.16526
H33 -2.61634 1.05280 -1.58225
H34 0.60075 0.43828 -3.72921
H35 2.52452 -0.88756 -3.02720
H36 2.68835 -1.57345 -0.65014
H37 2.33231 -2.36320 1.18893
H38 2.30004 -1.79351 2.86934
H39 0.79101 -1.85939 1.91674
H40 1.80345 1.78541 2.25411
H41 0.52216 0.58020 2.58708
H42 2.04759 0.49947 3.46413
H43 3.89669 0.96613 0.94096
H44 4.09387 -0.14969 2.31164
H45 4.08974 -0.77457 0.66400
H46 -0.01305 3.56046 0.65581
H47 -2.20770 3.71677 2.28310
C32 6.94661 -5.74725 -0.85673
C33 5.67639 -5.25429 -1.43316
C34 5.63809 -4.94510 -2.79039
F1 6.79756 -5.09729 -3.50989
C35 4.51461 -4.47707 -3.43035
C36 3.35825 -4.14730 -2.64474
C37 2.25200 -3.42860 -3.17253
C38 2.34109 -2.78996 -4.46103
C39 3.52797 -2.11216 -4.88926
C40 3.49716 -1.37808 -6.05645
F2 4.64940 -0.77960 -6.49266
C41 2.37069 -1.26888 -6.86475
C42 2.46366 -0.43954 -8.08885
C43 1.23192 -2.00074 -6.48202
C44 1.20832 -2.72650 -5.30455
C45 3.35977 -4.53556 -1.27886
C46 4.49264 -5.06821 -0.69437
H48 6.82117 -5.93354 0.21467
H49 7.29254 -6.66827 -1.34750
H50 7.72929 -4.98702 -0.99137
H51 4.52214 -4.30339 -4.50517
H52 1.29756 -3.47223 -2.65916
H53 4.43605 -2.12370 -4.28698
H54 1.50183 -0.43415 -8.61068
H55 2.72317 0.59232 -7.81744
H56 3.24252 -0.80746 -8.77551
H57 0.34530 -1.96920 -7.11739
H58 0.30981 -3.25446 -4.96391
H59 2.44157 -4.35562 -0.71140
H60 4.48019 -5.32820 0.36678

Results
Highest occupied orbital energy, eV: -10.27
Total charge: +1
Relative energy (zero: lowest compared OMol25 entry of this formula, charge and spin), kJ/mol: 0.0
E_tot, eV: -57758.136
Orbital gap, eV: 4.51

These are the Mulliken partial charges, in e, on atoms 1 to 2: -1.7524, 2.7794

***

Entry 3:
C46H60BrO4PSc | wB97M-V/def2-TZVPD

CARTESIAN COORDINATES (ANGSTROEM)
Sc1 -0.35211 1.00257 -0.08049
C1 5.20023 -0.81774 3.55453
C2 4.57253 0.38980 2.85289
C3 4.32892 1.52221 3.84462
C4 3.32847 -0.05030 2.11244
C5 3.34431 -0.19466 0.73819
C6 2.30461 -0.76956 0.01646
C7 2.60305 -0.94422 -1.47286
C8 3.71118 -1.97580 -1.72475
C9 3.05068 0.37715 -2.11169
C10 1.11586 -1.18898 0.70671
C11 1.08995 -0.99165 2.11066
C12 2.17568 -0.43289 2.77080
C13 -0.02305 -1.51028 2.97393
C14 0.40120 -2.81584 3.64733
C15 -0.51803 -0.49399 4.00085
C16 0.18111 -2.15533 -0.05230
C17 0.88812 -3.25272 -0.55550
C18 0.37525 -4.15159 -1.47146
C19 -0.91722 -3.98140 -1.93233
C20 -1.68401 -2.97802 -1.37210
C21 -1.20069 -2.08425 -0.40822
P1 -2.45378 -0.95618 0.34208
C22 -3.54832 -2.14762 1.39132
C23 -2.82975 -2.82357 2.56030
C24 -4.69393 -1.33570 2.01346
C25 -4.08318 -3.33928 0.57528
C26 -3.64993 -0.17191 -0.92840
C27 -4.22132 1.06993 -0.21243
C28 -4.82666 -0.98273 -1.48763
C29 -2.88077 0.35209 -2.14078
H1 6.12936 -0.53133 4.04834
H2 5.41925 -1.61973 2.84853
H3 4.52414 -1.21547 4.31508
H4 5.27972 0.75000 2.09991
H5 3.62979 1.22768 4.63097
H6 3.93225 2.40779 3.34906
H7 5.26509 1.80451 4.32762
H8 4.24605 0.08777 0.20864
H9 1.70060 -1.28423 -1.96524
H10 4.63743 -1.68571 -1.22561
H11 3.92004 -2.03487 -2.79456
H12 3.45350 -2.97745 -1.38635
H13 4.07847 0.61537 -1.83333
H14 2.44764 1.23652 -1.81443
H15 3.02288 0.30556 -3.20040
H16 2.13019 -0.35713 3.85094
H17 -0.84221 -1.73547 2.30450
H18 1.27519 -2.65813 4.28281
H19 0.65697 -3.57840 2.90828
H20 -0.40187 -3.20600 4.27453
H21 0.26275 -0.20728 4.70725
H22 -1.33228 -0.90916 4.59588
H23 -0.89713 0.41508 3.53230
H24 1.90204 -3.38847 -0.20689
H25 0.99312 -4.96515 -1.82898
H26 -1.33961 -4.64084 -2.67882
H27 -2.71598 -2.89229 -1.68237
H28 -2.54358 -2.12610 3.33922
H29 -1.96714 -3.40977 2.24369
H30 -3.54556 -3.52222 2.99938
H31 -4.31582 -0.47468 2.56930
H32 -5.22058 -1.98180 2.71913
H33 -5.42763 -0.98653 1.29296
H34 -3.29280 -4.06981 0.40383
H35 -4.53751 -3.10735 -0.37695
H36 -4.84440 -3.82808 1.18890
H37 -4.85261 0.83158 0.63951
H38 -4.83027 1.62216 -0.93257
H39 -3.43729 1.73849 0.14574
H40 -5.50297 -1.37179 -0.73512
H41 -4.50508 -1.80644 -2.12638
H42 -5.40996 -0.30690 -2.11770
H43 -2.28615 1.23361 -1.89341
H44 -3.61247 0.70166 -2.87236
H45 -2.25189 -0.40024 -2.60787
Br1 -3.03157 2.83612 3.73578
C30 -1.24494 3.36799 4.05447
C31 -1.02161 4.03062 5.25340
C32 0.25805 4.42246 5.61041
C33 1.33698 4.14812 4.78201
C34 1.11699 3.48062 3.59478
C35 -0.16487 3.08948 3.20587
C36 -0.24802 2.38307 1.91268
O1 -1.33676 2.23150 1.27769
O2 0.80873 1.87663 1.39226
H46 -1.85754 4.23085 5.90847
H47 0.40655 4.94332 6.54716
H48 2.33721 4.45156 5.05903
H49 1.93125 3.25203 2.92331
C37 0.97755 2.31567 -8.09693
C38 0.76082 2.06451 -6.63442
C39 0.50450 0.78648 -6.15720
C40 0.27241 0.52937 -4.81470
C41 0.01816 -0.91084 -4.44402
C42 0.27664 1.61878 -3.91040
C43 0.54297 2.93043 -4.37293
C44 0.62261 4.15810 -3.50426
C45 0.79154 3.11185 -5.72651
C46 0.02204 1.39726 -2.48616
O3 0.00123 0.23203 -1.95141
O4 -0.21323 2.36192 -1.67156
H50 1.37237 1.43570 -8.60276
H51 1.66499 3.14535 -8.25716
H52 0.03160 2.57587 -8.57685
H53 0.49532 -0.04414 -6.85293
H54 0.10988 -1.52616 -5.33709
H55 -0.98871 -1.04896 -4.04893
H56 0.70096 -1.28840 -3.68878
H57 1.38702 4.05557 -2.73195
H58 -0.31196 4.36332 -2.98994
H59 0.87609 5.01422 -4.12644
H60 1.01267 4.11118 -6.08190

Results
Highest occupied orbital energy, eV: -11.35
Total charge: +1
Relative energy (zero: lowest compared OMol25 entry of this formula, charge and spin), kJ/mol: 144.4
E_tot, eV: -156898.606
Orbital gap, eV: 8.85

These are the Mulliken partial charges, in e, on atoms 1 to 2: -0.7837, -1.5023